(1)
DFT (ωB97M-V/def2-TZVPD) results for a 7-piece molecular cluster, C21H56O7 overall.

The value obtained for the gap between HOMO and LUMO is 10.14 eV. The total charge is 0. As for the LUMO energy: 0.020 Eh. The total energy comes out at -1360.3320 Eh.

Last column: Löwdin charge in e.
Atoms and positions in Å:
C (3.447, 1.199, -2.559)  -0.051
C (3.307, 2.593, -1.823)  -0.412
C (2.282, 3.521, -2.580)  -0.049
O (2.738, 2.282, -0.545)  -0.089
H (3.839, 1.411, -3.554)  0.072
H (2.481, 0.713, -2.692)  0.059
H (4.005, 0.428, -2.028)  0.066
H (4.311, 3.008, -1.735)  0.126
H (2.007, 4.412, -2.016)  0.071
H (1.412, 2.909, -2.824)  0.059
H (2.688, 3.862, -3.533)  0.068
H (1.880, 1.907, -0.757)  0.023
C (2.861, -3.547, 1.856)  -0.043
C (3.597, -2.199, 1.884)  -0.525
C (4.715, -2.184, 2.853)  -0.074
O (3.987, -1.957, 0.546)  -0.044
H (3.490, -4.311, 1.399)  0.080
H (2.060, -3.541, 1.117)  0.059
H (2.544, -3.929, 2.827)  0.084
H (2.992, -1.382, 2.276)  0.122
H (5.241, -3.139, 2.859)  0.084
H (4.356, -2.111, 3.879)  0.084
H (5.343, -1.312, 2.670)  0.085
H (4.356, -1.073, 0.478)  0.084
C (-2.949, 4.830, 3.467)  -0.042
C (-1.536, 4.774, 2.952)  -0.475
C (-0.778, 3.396, 3.006)  -0.039
O (-1.428, 5.219, 1.611)  -0.075
H (-3.311, 5.858, 3.422)  0.087
H (-2.903, 4.436, 4.482)  0.085
H (-3.570, 4.130, 2.909)  0.083
H (-1.013, 5.541, 3.523)  0.130
H (-0.714, 3.141, 4.064)  0.074
H (0.238, 3.459, 2.617)  0.087
H (-1.412, 2.610, 2.595)  0.066
H (-0.554, 5.593, 1.476)  0.105
C (-1.685, -3.261, 1.361)  -0.069
C (-2.537, -4.264, 2.080)  -0.513
C (-3.705, -4.713, 1.200)  -0.058
O (-1.691, -5.365, 2.265)  -0.042
H (-2.218, -2.313, 1.283)  0.077
H (-1.349, -3.648, 0.399)  0.080
H (-0.883, -2.984, 2.046)  0.081
H (-2.925, -3.914, 3.037)  0.137
H (-3.423, -4.919, 0.167)  0.087
H (-4.523, -3.992, 1.174)  0.076
H (-4.292, -5.532, 1.616)  0.073
H (-2.324, -6.013, 2.583)  0.083
C (0.427, 0.178, 0.788)  -0.017
C (0.001, 0.111, -0.696)  -0.439
C (-1.400, -0.572, -0.878)  -0.038
O (-0.048, 1.369, -1.342)  -0.077
H (1.458, 0.496, 0.943)  0.067
H (0.384, -0.802, 1.265)  0.068
H (-0.234, 0.881, 1.295)  0.065
H (0.727, -0.477, -1.258)  0.114
H (-1.679, -0.497, -1.929)  0.081
H (-2.160, -0.066, -0.282)  0.066
H (-1.323, -1.569, -0.445)  0.035
H (-0.566, 1.933, -0.763)  0.042
C (2.033, -3.506, -2.648)  -0.027
C (0.494, -3.189, -2.711)  -0.498
C (-0.031, -2.712, -4.050)  -0.050
O (-0.120, -4.381, -2.335)  -0.047
H (2.638, -2.606, -2.760)  0.066
H (2.345, -4.204, -3.425)  0.080
H (2.288, -3.877, -1.655)  0.062
H (0.237, -2.383, -2.025)  0.091
H (0.110, -3.456, -4.833)  0.076
H (0.582, -1.925, -4.490)  0.080
H (-1.101, -2.508, -3.997)  0.080
H (0.246, -4.647, -1.488)  0.080
C (-2.290, 4.191, -1.800)  -0.045
C (-2.945, 3.340, -0.727)  -0.423
C (-3.691, 2.139, -1.301)  -0.050
O (-1.894, 2.844, 0.202)  -0.104
H (-2.984, 4.635, -2.513)  0.085
H (-1.569, 3.557, -2.316)  0.076
H (-1.700, 4.973, -1.321)  0.074
H (-3.654, 3.942, -0.159)  0.129
H (-4.521, 2.518, -1.898)  0.084
H (-4.066, 1.486, -0.513)  0.080
H (-2.990, 1.577, -1.917)  0.067
H (-1.458, 3.573, 0.649)  0.031

=====

(2)
DFT (ωB97M-V/def2-TZVPD) results for C21H57N3O10PSn3 as an isolated structure.

The value obtained for the gap between HOMO and LUMO (spin up / spin down) is 3.95 / 3.89 eV. As for the spin multiplicity: 2. The total charge is +2. As for the LUMO energy (spin up / spin down): -0.345 / -0.348 Eh. The total energy comes out at -2734.4159 Eh. Its expectation value of S² is 0.756.

Last column: Löwdin spin population.
Atoms and positions in Å:
Sn (4.291, -0.977, 2.202)  0.794
Sn (2.814, 3.477, 1.579)  0.043
Sn (3.566, 0.722, -2.229)  0.052
P (1.291, 0.407, 0.625)  0.009
O (-0.056, -0.259, 0.730)  0.002
O (2.311, -0.672, 0.072)  0.042
O (1.760, 0.899, 2.058)  0.025
O (1.452, 1.595, -0.364)  0.002
C (-2.509, -2.723, 1.159)  0.000
C (-1.540, -3.348, 0.104)  0.000
C (-2.147, -4.235, -0.953)  0.000
O (-0.826, -2.306, -0.598)  0.000
H (-1.848, -2.076, 1.735)  0.000
H (-2.964, -3.520, 1.748)  0.000
H (-3.318, -2.175, 0.676)  0.000
H (-0.765, -3.875, 0.660)  0.000
H (-2.647, -3.678, -1.746)  0.000
H (-2.798, -5.002, -0.533)  0.000
H (-1.314, -4.807, -1.360)  0.000
H (-0.606, -1.569, -0.024)  0.000
C (-3.369, 0.697, 2.970)  0.000
C (-2.661, 1.417, 1.816)  0.000
C (-3.517, 2.826, 1.604)  0.000
O (-1.276, 1.653, 2.131)  0.000
H (-2.895, -0.270, 3.137)  0.000
H (-4.361, 0.483, 2.575)  0.000
H (-3.501, 1.177, 3.940)  0.000
H (-2.786, 0.821, 0.912)  0.000
H (-3.321, 3.280, 0.633)  0.000
H (-3.171, 3.594, 2.295)  0.000
H (-4.599, 2.690, 1.606)  0.000
H (-0.783, 0.918, 1.760)  0.000
C (-0.112, -0.087, 4.674)  0.000
C (1.111, 0.624, 5.291)  0.001
C (1.085, 0.542, 6.804)  0.000
O (2.220, 0.068, 4.598)  0.012
H (-0.963, 0.397, 5.154)  0.000
H (-0.159, -1.174, 4.732)  0.000
H (-0.150, 0.183, 3.618)  0.000
H (1.107, 1.665, 4.968)  0.000
H (0.952, -0.497, 7.108)  0.000
H (0.275, 1.125, 7.242)  0.000
H (2.081, 0.797, 7.167)  0.000
H (2.110, 0.407, 3.706)  0.001
C (3.391, -4.124, -0.291)  0.004
C (3.150, -3.744, -1.707)  -0.001
C (2.524, -4.971, -2.502)  0.000
O (3.606, -5.909, -2.659)  0.000
C (3.422, -7.030, -3.561)  0.000
N (2.089, -2.733, -1.753)  -0.019
H (2.471, -4.279, 0.272)  0.000
H (3.926, -3.334, 0.236)  0.011
H (3.984, -5.031, -0.169)  0.000
H (4.039, -3.345, -2.196)  0.000
H (2.322, -4.643, -3.522)  0.000
H (1.610, -5.421, -2.115)  0.000
H (4.379, -7.551, -3.608)  0.000
H (3.166, -6.702, -4.568)  0.000
H (2.681, -7.768, -3.255)  0.000
H (2.071, -2.086, -0.978)  0.001
H (1.215, -3.189, -1.535)  -0.001
C (-0.200, 6.227, -0.346)  0.000
C (0.131, 4.822, -1.006)  0.000
C (1.274, 4.652, -1.812)  0.000
O (2.471, 5.311, -1.180)  0.000
C (3.575, 5.481, -2.044)  0.000
N (0.080, 3.802, 0.088)  0.009
H (-1.233, 6.355, -0.022)  0.000
H (-0.012, 6.983, -1.107)  0.000
H (0.460, 6.403, 0.504)  0.000
H (-0.669, 4.650, -1.725)  0.000
H (1.021, 5.158, -2.743)  0.000
H (1.528, 3.596, -1.908)  0.000
H (4.287, 6.166, -1.584)  0.000
H (3.355, 5.903, -3.024)  0.000
H (4.099, 4.560, -2.302)  0.000
H (0.570, 2.982, -0.240)  0.000
H (-0.843, 3.397, 0.155)  0.000
C (-1.697, 2.094, -2.262)  0.000
C (-1.520, 0.583, -2.385)  0.001
C (-2.164, -0.226, -3.557)  0.000
O (-3.610, -0.082, -3.413)  0.000
C (-4.218, -0.603, -2.258)  0.000
N (-0.116, 0.247, -2.362)  0.008
H (-1.635, 2.506, -3.270)  0.000
H (-1.064, 2.523, -1.485)  0.000
H (-2.748, 2.288, -2.048)  0.000
H (-1.764, 0.248, -1.377)  0.001
H (-1.809, -1.254, -3.626)  0.000
H (-1.852, 0.235, -4.495)  0.000
H (-5.132, -1.166, -2.444)  0.000
H (-4.365, 0.041, -1.391)  0.000
H (-3.727, -1.499, -1.878)  0.000
H (-0.250, -0.613, -1.848)  0.000
H (0.266, 0.881, -1.675)  0.000

=====

(3)
DFT (ωB97M-V/def2-TZVPD) results for a 7-piece molecular cluster, C21H57O22P5 overall.

The value obtained for the gap between HOMO and LUMO is 9.49 eV. The total charge is 0. As for the LUMO energy: 0.011 Eh. The total energy comes out at -4196.2922 Eh.

Last column: Löwdin charge in e.
Atoms and positions in Å:
C (116.341, 43.843, 54.220)  -0.007
O (116.708, 43.238, 52.912)  -0.197
P (116.685, 44.054, 51.531)  0.390
O (116.837, 43.141, 50.335)  -0.234
O (115.183, 44.518, 51.593)  -0.252
C (114.120, 43.620, 51.261)  -0.070
O (117.200, 45.496, 51.441)  -0.218
C (118.058, 45.935, 50.343)  -0.064
H (117.063, 44.515, 54.577)  0.080
H (116.256, 43.015, 54.903)  0.087
H (115.471, 44.323, 54.082)  0.029
H (114.140, 42.774, 51.902)  0.058
H (113.956, 43.443, 50.359)  -0.028
H (113.155, 43.989, 51.971)  0.140
H (117.398, 46.346, 49.454)  0.091
H (118.719, 45.064, 50.013)  0.105
H (118.627, 46.891, 50.731)  0.121
C (117.335, 47.569, 46.874)  -0.068
O (116.145, 46.857, 47.302)  -0.228
P (114.739, 46.712, 46.564)  0.374
O (113.694, 47.756, 46.922)  -0.250
O (115.100, 46.769, 45.033)  -0.219
C (114.519, 45.907, 44.115)  -0.139
O (114.289, 45.304, 46.933)  -0.244
C (113.375, 45.088, 47.996)  -0.048
H (118.001, 46.908, 46.305)  0.095
H (117.919, 47.971, 47.518)  -0.018
H (117.017, 48.543, 46.178)  0.167
H (114.827, 46.246, 43.091)  0.092
H (113.358, 45.936, 44.283)  0.129
H (115.001, 44.825, 44.116)  0.121
H (113.003, 43.947, 48.026)  0.161
H (112.746, 45.981, 47.891)  0.072
H (114.031, 45.504, 48.723)  0.071
C (111.697, 51.476, 53.238)  -0.124
O (112.251, 50.230, 53.534)  -0.193
P (113.884, 49.998, 53.608)  0.399
O (114.748, 51.136, 53.328)  -0.206
O (114.103, 49.468, 55.005)  -0.216
C (114.250, 50.319, 56.049)  -0.126
O (114.324, 48.692, 52.737)  -0.216
C (113.972, 47.472, 53.218)  -0.166
H (112.059, 51.964, 52.317)  0.099
H (111.901, 52.205, 54.048)  0.104
H (110.766, 51.504, 53.136)  0.001
H (113.322, 50.867, 56.059)  0.088
H (115.162, 51.044, 55.894)  0.129
H (114.616, 49.773, 56.927)  0.095
H (112.940, 47.467, 53.352)  0.052
H (114.150, 47.266, 54.224)  0.052
H (114.345, 46.699, 52.358)  0.156
C (116.271, 43.123, 47.246)  -0.166
O (116.889, 41.961, 47.552)  -0.160
P (116.173, 40.866, 48.546)  0.484
O (114.841, 41.276, 48.959)  -0.222
O (115.925, 39.639, 47.570)  -0.229
C (115.136, 38.585, 47.882)  -0.149
O (117.183, 40.043, 49.540)  -0.228
C (116.739, 39.797, 50.907)  -0.074
H (116.323, 43.918, 47.911)  0.060
H (115.323, 43.122, 46.931)  0.040
H (116.791, 43.348, 46.369)  0.091
H (114.873, 38.029, 46.928)  0.115
H (114.171, 38.997, 48.199)  0.068
H (115.618, 37.981, 48.603)  0.075
H (117.205, 38.956, 51.443)  0.095
H (115.586, 39.671, 50.899)  0.110
H (116.899, 40.752, 51.324)  0.037
C (111.711, 47.433, 50.262)  -0.155
O (112.741, 47.930, 49.600)  -0.204
P (113.162, 49.459, 49.310)  0.537
O (113.094, 50.190, 50.645)  -0.258
O (114.757, 49.432, 48.899)  -0.238
C (115.765, 48.768, 49.736)  -0.081
O (112.107, 49.917, 48.202)  -0.194
C (112.248, 51.240, 47.813)  -0.157
H (111.670, 46.509, 50.391)  0.008
H (110.922, 47.679, 49.647)  0.078
H (111.386, 47.864, 51.284)  0.136
H (115.574, 49.186, 50.770)  0.084
H (117.010, 48.878, 49.526)  0.159
H (115.568, 47.808, 49.933)  0.004
H (111.419, 51.626, 46.979)  0.149
H (113.210, 51.513, 47.353)  0.089
H (112.066, 51.856, 48.688)  0.071
C (110.871, 40.024, 48.655)  -0.034
C (110.858, 40.186, 50.164)  -0.472
C (111.951, 41.012, 50.822)  0.022
O (109.988, 39.609, 50.781)  0.054
H (109.882, 39.561, 48.194)  0.120
H (111.770, 39.499, 48.164)  0.087
H (110.992, 41.096, 48.326)  0.080
H (111.871, 41.034, 51.956)  0.129
H (111.657, 41.948, 50.538)  0.062
H (112.755, 40.875, 50.503)  -0.071
C (112.467, 44.478, 54.754)  0.029
C (112.965, 43.029, 55.147)  -0.445
C (113.396, 42.633, 56.455)  -0.013
O (113.213, 42.199, 54.275)  0.032
H (112.683, 44.797, 53.722)  0.060
H (113.156, 45.069, 55.373)  0.084
H (111.521, 44.564, 55.084)  0.037
H (114.537, 42.386, 56.492)  0.137
H (113.185, 41.536, 56.591)  0.128
H (113.206, 43.117, 57.200)  -0.027